Entry 1:
{"formula": "C6H14O", "method": "wB97M-V/def2-TZVPD", "species": ["C", "C", "C", "C", "C", "C", "H", "H", "H", "H", "H", "H", "H", "H", "H", "H", "H", "H", "H", "H", "O"], "xyz": [[1.053, 0.299, 2.199], [0.140, -0.560, 1.343], [-0.546, 0.153, 0.232], [-1.334, 1.236, 0.410], [-0.590, -0.314, -1.220], [-1.884, -1.121, -1.575], [0.408, 0.859, 2.870], [1.751, 0.922, 1.627], [1.784, -0.328, 2.727], [0.686, -1.438, 1.022], [-0.665, -0.956, 1.977], [-1.574, 1.703, 1.363], [-1.613, 1.713, -0.516], [0.271, -0.845, -1.646], [-0.465, 0.605, -1.816], [-1.524, -1.759, -2.362], [-2.540, -0.340, -1.986], [-2.492, -1.547, -0.787], [3.203, 0.218, -0.589], [3.236, 0.782, -2.041], [2.694, 0.716, -1.232]], "mulliken_charge": [-1.087, -0.698, 0.863, -1.075, -1.002, -1.022, 0.316, 0.261, 0.356, 0.355, 0.315, 0.292, 0.312, 0.423, 0.479, 0.319, 0.264, 0.334, 0.308, 0.285, -0.601], "multiplicity": 1, "e_lumo_ha": 0.0262, "smiles": "C=C(CC)CC.O", "molar_mass_da": 102.18}

---

Entry 2:
{"formula": "C5H10O2", "method": "wB97M-V/def2-TZVPD", "species": ["O", "C", "C", "C", "C", "O", "C", "H", "H", "H", "H", "H", "H", "H", "H", "H", "H"], "xyz": [[-0.136, 2.117, -0.613], [0.663, 1.165, -1.300], [1.458, 0.394, -0.286], [-1.731, -0.266, 0.959], [-0.949, -1.513, 1.268], [-0.917, -2.497, 0.566], [1.650, -0.921, -0.337], [-0.550, 2.690, -1.270], [0.046, 0.477, -1.900], [1.361, 1.675, -1.983], [1.900, 0.997, 0.509], [-1.150, 0.639, 1.169], [-2.049, -0.267, -0.088], [-2.616, -0.255, 1.607], [-0.438, -1.510, 2.256], [1.187, -1.541, -1.103], [2.259, -1.436, 0.401]], "mulliken_charge": [-0.506, -0.389, 0.003, -0.841, 0.183, -0.494, -0.909, 0.284, 0.257, 0.358, 0.308, 0.217, 0.224, 0.373, 0.342, 0.267, 0.323], "multiplicity": 1, "e_lumo_ha": 0.0295, "smiles": "C=CCO.CC=O", "molar_mass_da": 102.13}

---

Entry 3:
{"formula": "C2H3F2OP", "method": "wB97M-V/def2-TZVPD", "species": ["C", "C", "O", "F", "F", "P", "H", "H", "H"], "xyz": [[0.026, -0.014, 0.023], [3.243, -0.389, -0.160], [2.034, 2.001, -0.209], [3.441, -1.647, 0.264], [4.342, 0.345, -0.158], [1.856, 0.624, 0.211], [0.130, -0.855, 0.628], [-0.278, -0.269, -0.898], [-0.640, 0.676, 0.489]], "mulliken_spin": [0.093, 0.850, 0.255, 0.052, 0.061, 0.697, -0.014, 0.014, -0.008], "multiplicity": 3, "e_lumo_ha": [0.0323, -0.0709], "molar_mass_da": 112.02, "s_squared": 2.0073}

---

Entry 4:
{"formula": "C16H15IN14OS2Ta", "method": "wB97M-V/def2-TZVPD", "species": ["Ta", "C", "S", "C", "S", "N", "N", "C", "C", "C", "C", "C", "C", "N", "H", "H", "H", "H", "H", "H", "H", "H", "N", "C", "N", "N", "N", "N", "C", "N", "N", "N", "N", "H", "I", "N", "C", "O", "C", "C", "C", "N", "C", "C", "H", "H", "H", "H", "H", "H"], "xyz": [[8.508, 7.787, 14.158], [6.589, 12.830, 14.545], [6.485, 12.083, 12.929], [6.881, 10.435, 13.154], [7.052, 9.659, 14.682], [7.095, 9.833, 12.021], [7.750, 8.609, 12.240], [7.973, 7.969, 11.191], [8.647, 6.692, 11.294], [8.750, 5.936, 10.174], [9.325, 4.679, 10.325], [9.656, 4.176, 11.568], [9.486, 5.042, 12.654], [8.971, 6.263, 12.540], [7.179, 13.752, 14.463], [5.641, 13.078, 14.979], [7.102, 12.192, 15.262], [7.702, 8.365, 10.228], [8.504, 6.327, 9.218], [9.366, 4.005, 9.478], [9.997, 3.145, 11.694], [9.665, 4.644, 13.636], [9.833, 7.171, 17.469], [8.472, 7.394, 17.388], [7.636, 7.323, 18.369], [6.392, 7.428, 17.764], [6.467, 7.536, 16.498], [7.823, 7.547, 16.165], [10.607, 6.953, 16.359], [11.871, 6.662, 16.416], [12.210, 6.405, 15.131], [11.245, 6.526, 14.318], [10.121, 6.910, 15.076], [10.258, 7.078, 18.379], [10.492, 9.491, 13.191], [1.696, 4.842, 13.934], [2.906, 4.272, 13.961], [3.139, 3.111, 14.224], [4.115, 5.175, 13.702], [4.102, 6.493, 13.154], [5.278, 7.209, 13.164], [6.437, 6.720, 13.713], [6.424, 5.471, 14.224], [5.280, 4.687, 14.250], [0.922, 4.244, 14.224], [1.605, 5.799, 13.824], [3.231, 6.915, 12.678], [5.355, 8.249, 12.817], [7.345, 5.148, 14.743], [5.310, 3.722, 14.763]], "mulliken_charge": [0.599, -0.767, -0.043, 0.783, -0.306, -1.507, 0.886, -0.411, 1.053, -1.285, -0.266, -1.018, 0.329, 0.275, 0.340, 0.315, 0.271, 0.464, 0.508, 0.415, 0.400, 0.388, -0.032, 0.101, -0.450, -0.643, 0.040, 0.382, 0.356, -0.445, -0.670, -0.250, 0.666, 0.255, 0.002, -0.331, 0.275, -0.592, 0.910, -1.192, -0.176, 0.318, 0.012, -0.840, 0.260, 0.159, 0.441, 0.258, 0.317, 0.448], "multiplicity": 1, "e_lumo_ha": -0.1833, "total_charge": 1, "molar_mass_da": 791.38}

---

Entry 5:
{"formula": "C4H4AgO2", "method": "wB97M-V/def2-TZVPD", "species": ["H", "O", "C", "C", "C", "C", "O", "Ag", "H", "H", "H"], "xyz": [[-0.774, 3.472, 3.571], [-0.922, 1.491, 2.207], [-0.661, 1.320, 0.963], [-1.097, 0.307, 0.177], [-0.787, -0.693, -0.669], [0.588, -1.087, -0.827], [0.975, -1.991, -1.581], [3.005, -3.273, -2.679], [-0.139, 2.134, 0.415], [-1.524, -1.195, -1.306], [1.335, -0.484, -0.271]], "mulliken_spin": [0.955, 0.019, 0.046, -0.013, 0.005, 0.000, 0.003, -0.011, -0.003, 0.001, 0.000], "multiplicity": 2, "e_lumo_ha": [-0.1355, -0.1359], "molar_mass_da": 191.94, "s_squared": 0.7513}

---

Entry 6:
{"formula": "C32H24BrCl3IKN3P2Se2Si", "method": "wB97M-V/def2-TZVPD", "species": ["K", "Se", "P", "C", "C", "C", "C", "C", "C", "C", "C", "C", "C", "C", "C", "C", "C", "N", "N", "N", "P", "Se", "C", "C", "C", "C", "C", "C", "C", "C", "C", "C", "C", "C", "H", "H", "H", "H", "H", "H", "H", "H", "H", "H", "H", "H", "H", "H", "H", "H", "H", "H", "H", "H", "Cl", "Si", "Cl", "Cl", "Br", "C", "C", "C", "C", "C", "C", "I", "H", "H", "H", "H"], "xyz": [[-0.013, -0.004, -0.288], [6.761, -2.022, 1.127], [6.046, -0.140, 1.748], [6.897, 1.292, 1.016], [6.348, 2.570, 1.138], [7.009, 3.664, 0.601], [8.216, 3.485, -0.070], [8.756, 2.215, -0.199], [8.095, 1.116, 0.345], [6.385, 0.087, 3.531], [6.085, -0.948, 4.415], [6.343, -0.813, 5.772], [6.928, 0.349, 6.260], [7.278, 1.365, 5.382], [7.011, 1.236, 4.024], [4.329, 0.209, 1.255], [2.974, 0.225, 1.641], [2.271, 0.614, 0.545], [3.123, 0.805, -0.451], [4.352, 0.562, -0.056], [1.952, 0.033, 3.118], [-0.101, -0.285, 2.739], [2.633, -1.352, 4.060], [3.068, -2.482, 3.370], [3.425, -3.626, 4.069], [3.340, -3.647, 5.456], [2.896, -2.524, 6.145], [2.538, -1.379, 5.449], [2.241, 1.548, 4.093], [1.176, 2.397, 4.369], [1.400, 3.600, 5.032], [2.683, 3.952, 5.424], [3.749, 3.099, 5.158], [3.527, 1.904, 4.492], [5.397, 2.706, 1.643], [6.578, 4.653, 0.696], [8.728, 4.339, -0.500], [9.690, 2.073, -0.730], [8.497, 0.114, 0.242], [5.677, -1.871, 4.031], [6.090, -1.622, 6.447], [7.131, 0.453, 7.320], [7.764, 2.262, 5.752], [7.291, 2.033, 3.352], [3.142, -2.460, 2.289], [3.776, -4.499, 3.531], [3.617, -4.543, 6.001], [2.826, -2.544, 7.226], [2.183, -0.503, 5.979], [0.180, 2.116, 4.049], [0.569, 4.266, 5.233], [2.855, 4.889, 5.940], [4.754, 3.365, 5.463], [4.352, 1.239, 4.295], [-4.035, 1.711, -1.344], [-2.998, -0.139, -0.930], [-4.594, -1.547, -1.232], [-3.023, -0.038, 1.244], [-0.788, 6.999, 0.692], [0.888, 6.214, 0.303], [1.958, 7.074, 0.076], [3.214, 6.563, -0.214], [3.406, 5.190, -0.281], [2.342, 4.332, -0.053], [1.079, 4.838, 0.241], [-0.414, 3.440, 0.583], [1.793, 8.143, 0.128], [4.041, 7.242, -0.390], [4.381, 4.778, -0.514], [2.486, 3.257, -0.109]], "mulliken_charge": [0.806, -0.427, 0.294, 0.259, -0.016, -0.640, -0.695, -0.612, -0.961, 0.058, -0.220, -0.773, -0.544, -0.730, 0.235, 0.672, -0.039, 0.292, -1.207, -0.056, 1.224, -0.552, 0.390, -0.349, -0.644, -0.410, -0.736, -0.441, -0.475, -0.748, -0.693, -0.595, -0.674, 0.865, 0.534, 0.580, 0.377, 0.394, 0.302, 0.477, 0.417, 0.393, 0.427, 0.387, 0.330, 0.401, 0.390, 0.417, 0.421, 0.410, 0.426, 0.391, 0.489, 0.230, -0.325, -0.043, -0.355, -0.307, -0.200, 0.177, -0.406, -0.591, -0.738, -0.080, -0.210, 0.365, 0.386, 0.368, 0.603, 0.300], "multiplicity": 1, "e_lumo_ha": 0.0743, "total_charge": -1, "molar_mass_da": 1050.78}

---

Energy relative to the best compared isomer or geometry (same formula, charge and spin) list, top to bottom, in eV: 1.835 2.391 0.917 0.463 3.817 0.182